Formula: C2H9N5
Source: the OMol25 dataset
Level of theory: the ωB97M-V functional and the def2-TZVPD basis

Results
HOMO (alpha / beta): -19.32 / -19.33 eV
LUMO level (alpha / beta): -11.607 / -11.605 eV
energy relative to the best compared isomer or geometry (same formula, charge and spin): 648.4 kJ/mol
charge: +2

CARTESIAN COORDINATES (ANGSTROEM)
C  -0.1425  -1.3825  0.5145
C  -0.2195  1.7472  0.2593
N  -1.4106  -1.3696  0.1919
N  0.8775  -0.5270  0.0437
N  2.0399  -1.0552  -0.1926
N  -2.0815  -0.4945  -0.3459
N  0.5805  0.7523  -0.3733
H  0.0470  -2.2840  1.0618
H  -0.4455  2.4575  -0.6196
H  -1.1335  1.4991  0.8965
H  0.5102  2.2678  0.9935
H  2.2875  -2.0593  -0.3200
H  2.8322  -0.4693  0.0025
H  -3.0346  -0.8529  -0.5442
H  -2.0086  0.5562  -0.5443
H  1.3015  1.2142  -1.0237



Formula: C2H9N5
Source: the OMol25 dataset
Level of theory: the ωB97M-V functional and the def2-TZVPD basis

Results
HOMO (alpha / beta): -18.41 / -15.54 eV
LUMO level (alpha / beta): -10.140 / -11.864 eV
energy relative to the best compared isomer or geometry (same formula, charge and spin): 734.2 kJ/mol
charge: +2

CARTESIAN COORDINATES (ANGSTROEM)
C  -0.1446  0.8634  0.2733
C  -1.0679  0.6983  1.2523
N  1.1032  -2.1460  0.9055
N  -0.4818  1.0539  -1.0181
N  -1.6603  1.4389  -1.4412
N  1.7913  -2.7757  1.5812
N  0.5046  0.8234  -1.8353
H  -0.7313  0.5767  2.3022
H  0.8599  0.6535  0.3741
H  -2.0954  0.9281  1.2986
H  -2.3982  1.3276  -0.8015
H  -1.8505  1.2895  -2.4731
H  2.2246  -2.4094  2.4431
H  2.0585  -3.7812  1.3617
H  1.3314  0.5302  -1.3236
H  0.5565  0.9287  -2.8992



Formula: C2H9NO
Source: the OMol25 dataset
Level of theory: the ωB97M-V functional and the def2-TZVPD basis

Results
HOMO: -9.60 eV
LUMO level: 0.954 eV
SMILES string: CCN.O
energy relative to the best compared isomer or geometry (same formula, charge and spin): 17.9 kJ/mol
charge: 0

CARTESIAN COORDINATES (ANGSTROEM)
C  -1.0165  -0.6813  -0.6707
C  -0.1947  0.5753  -0.8230
N  1.2087  0.4571  -0.4340
H  -0.7401  -1.2891  -1.5486
H  -2.1053  -0.5064  -0.6926
H  -0.7696  -1.2490  0.2421
H  -0.1655  1.0296  -1.8320
H  -0.5607  1.3458  -0.1174
H  1.7150  1.3066  -0.7072
H  1.6922  -0.3225  -0.8935
O  0.5307  -0.1275  2.8152
H  0.7405  0.0568  1.8717
H  -0.3346  -0.5954  2.7901



Formula: C2H9NO
Source: the OMol25 dataset
Level of theory: the ωB97M-V functional and the def2-TZVPD basis

Results
HOMO: -9.15 eV
LUMO level: 0.981 eV
energy relative to the best compared isomer or geometry (same formula, charge and spin): 370.7 kJ/mol
charge: 0

CARTESIAN COORDINATES (ANGSTROEM)
N  -2.0578  0.5396  2.2224
H  -3.0533  0.7287  2.2303
H  4.0996  -0.1823  -5.1073
H  -1.5850  1.0756  1.5496
H  -1.8978  -0.4347  2.0436
C  -0.0863  -0.7139  0.9039
O  -1.1161  -0.2255  0.0523
C  0.2365  0.1073  -0.2717
H  0.0663  -1.8224  0.8452
H  0.4520  -0.2766  1.8520
H  0.6983  -0.4420  -1.1627
H  0.5147  1.2457  -0.4197
H  3.7291  0.4005  -4.7380



Calculated values (hartree/bohr) of max |F| for the records, taken in order: 0.080, 0.081, 0.039, 0.069.